Formula: C9H12S
Source: the OMol25 dataset
Level of theory: the ωB97M-V functional and the def2-TZVPD basis

```
22
C9H12S (the ωB97M-V functional and the def2-TZVPD basis)
C 0.0465 0.7008 1.6259
C -2.0686 0.8805 0.6356
C 1.4638 -0.6022 0.0807
C -0.0306 -0.3669 0.6487
C -1.4517 -0.1829 0.0278
C -1.8926 -1.0285 -0.9625
C -1.2061 1.4573 1.6719
C 0.7532 -1.6181 0.7594
C 1.9295 0.5008 -2.3999
S 2.0104 -1.1897 -1.5748
H 0.6941 0.8906 2.4796
H -2.9748 1.2445 0.3849
H 2.2434 -0.0433 0.4487
H -2.8341 -0.7915 -1.3171
H -1.1983 -1.6801 -1.3221
H -1.5911 1.2242 2.8146
H -0.9198 2.5906 1.5714
H 0.3796 -2.4165 0.2018
H 0.9260 -1.8987 1.8007
H 2.9723 0.5959 -2.7702
H 1.1202 0.4147 -3.1167
H 1.6286 1.3187 -1.6886
```

The value obtained for the electronic energy is -20355.719 eV. As for the multiplicity: 1.

***

Formula: C13H40ClO21P4
Source: the OMol25 dataset
Level of theory: the ωB97M-V functional and the def2-TZVPD basis

```
79
C13H40ClO21P4 (the ωB97M-V functional and the def2-TZVPD basis)
Cl -23.5368 2.1338 7.4055
O -23.4220 3.0820 8.5204
O -22.6080 2.4295 6.2691
O -23.2741 0.7963 7.8603
O -24.8983 2.2605 7.0251
C -19.3543 8.8742 9.1430
O -20.0756 7.8402 9.7760
P -21.2169 8.0196 10.9272
O -20.6281 8.8662 12.0401
O -22.5032 8.6451 10.1834
C -23.7052 9.0278 10.8668
O -21.6990 6.5182 11.3081
C -22.3384 5.6654 10.3214
H -19.3535 9.6501 9.9087
H -19.8731 9.2545 8.2631
H -18.3283 8.5453 8.9781
H -23.4350 9.4111 11.8507
H -24.4496 8.2362 10.9529
H -24.3151 9.7686 10.3499
H -22.5469 6.1508 9.3680
H -23.2430 5.2992 10.8070
H -21.8049 4.7800 9.9760
C -22.5787 8.9772 6.8226
O -21.8395 9.0552 5.6146
P -20.7462 7.8663 5.2611
O -19.5130 7.8879 6.0939
O -21.6924 6.5371 5.4141
C -21.5440 5.7099 6.5488
O -20.5375 7.9587 3.6577
C -19.2972 7.5412 3.0679
H -22.2938 9.7746 7.5090
H -22.4241 8.0210 7.3224
H -23.6579 9.1289 6.8008
H -22.5031 5.6082 7.0568
H -20.8648 6.1410 7.2843
H -21.2042 4.6995 6.3215
H -18.9433 8.3737 2.4598
H -19.3741 6.6785 2.4062
H -18.5961 7.3287 3.8749
C -21.8882 -2.7523 2.7760
O -20.4992 -2.7023 3.1196
P -20.0647 -2.3748 4.6517
O -18.6871 -2.7442 5.0009
O -20.4906 -0.7942 4.7838
C -20.0469 0.1152 5.7796
O -21.2297 -3.1150 5.5298
C -21.5236 -2.5621 6.8587
H -22.1561 -3.7794 2.5282
H -22.0096 -2.0731 1.9322
H -22.5449 -2.5128 3.6124
H -19.1798 -0.2962 6.2964
H -20.9225 0.1720 6.4263
H -19.8848 1.1481 5.4714
H -20.6111 -2.1646 7.3029
H -22.0419 -3.2810 7.4933
H -22.1521 -1.6770 6.7598
C -31.3355 3.1153 2.3388
O -30.6726 3.9210 3.3148
P -30.0176 3.2850 4.7450
O -30.7559 2.1912 5.3792
O -28.5009 2.9563 4.3387
C -27.5828 2.4956 5.2820
O -29.8313 4.6532 5.7139
C -29.4179 5.9831 5.3529
H -30.6199 3.0857 1.5171
H -32.2993 3.5464 2.0679
H -31.5218 2.1419 2.7925
H -27.7375 1.4412 5.5109
H -27.6465 3.0247 6.2328
H -26.5330 2.6252 5.0190
H -28.4544 6.2680 5.7756
H -30.2937 6.5814 5.6043
H -29.3181 6.1309 4.2776
C -23.8589 3.4215 3.1036
O -23.9147 2.8175 1.8414
H -22.9538 3.1072 3.6232
H -23.7943 4.5008 2.9656
H -24.8105 3.4131 3.6352
H -23.3107 3.3017 1.2736
```

Its expectation value of S² is 0.76. The value obtained for the electronic energy is -106799.908 eV. As for the multiplicity: 2.

***

Formula: C4H12S
Source: the OMol25 dataset
Level of theory: the ωB97M-V functional and the def2-TZVPD basis

```
17
C4H12S (the ωB97M-V functional and the def2-TZVPD basis)
C 3.6290 -0.5577 1.6200
C 2.4577 0.1921 0.8593
H 3.2796 -1.5623 1.9445
H 4.3344 -0.7294 0.7529
H 4.0412 0.1312 2.4295
H 1.8363 -0.4248 0.2131
H 2.8921 0.7437 0.0908
H 1.8451 0.6992 1.5762
C -3.8319 0.1968 -0.1773
C -1.4942 0.0865 -1.9406
S -3.0632 -0.8700 -1.5362
H -3.9317 1.2421 -0.3259
H -4.9656 0.0468 -0.1250
H -3.4597 -0.1017 0.7085
H -0.9418 -0.2772 -2.8621
H -0.9578 0.0315 -0.9517
H -1.6697 1.1533 -2.2762
```

Its net charge is -1. Its expectation value of S² is 0.75. The value obtained for the electronic energy is -15175.018 eV. As for the multiplicity: 2.

***

Formula: C2H6N2O4
Source: the OMol25 dataset
Level of theory: the ωB97M-V functional and the def2-TZVPD basis

```
14
C2H6N2O4 (the ωB97M-V functional and the def2-TZVPD basis)
C 5.9764 -27.7992 -4.4090
N 4.9367 -27.0090 -3.7076
O 5.1487 -25.8821 -3.5573
O 4.0449 -27.6390 -3.1049
H 6.9677 -27.3620 -4.2897
H 5.5449 -27.9665 -5.3958
H 6.0367 -28.7870 -3.9523
C 5.1922 -27.1143 0.3744
N 5.3875 -28.1159 1.4296
O 6.4336 -28.2599 1.9494
O 4.4676 -28.8363 1.6094
H 6.0250 -26.4178 0.4719
H 4.2871 -26.5464 0.5895
H 5.0034 -27.6082 -0.5788
```

Its net charge is +1. Its expectation value of S² is 0.76. The value obtained for the electronic energy is -13324.034 eV. As for the multiplicity: 2.

***

Formula: C4H14N3
Source: the OMol25 dataset
Level of theory: the ωB97M-V functional and the def2-TZVPD basis

```
21
C4H14N3 (the ωB97M-V functional and the def2-TZVPD basis)
C 1.1392 -0.8615 1.7495
C 0.8245 0.6211 1.6385
N -0.1193 0.8876 0.5132
C -0.0334 2.2521 -0.0688
H 1.6629 -1.2427 0.8829
H 1.7683 -1.0156 2.6212
H 0.2250 -1.4359 1.9266
H 0.3580 0.9793 2.5529
H 1.7200 1.2181 1.4563
H -1.0767 0.7435 0.8483
H 0.0217 0.2076 -0.3080
H -0.2349 3.0028 0.6933
H -0.7337 2.3097 -0.8943
H 0.9692 2.3877 -0.4492
N -1.7085 -1.8655 -1.3058
C -0.8483 -1.2815 -2.1808
N 0.1861 -0.6391 -1.7977
H -2.3518 -2.5359 -1.6887
H -1.3291 -2.1074 -0.4056
H -1.1527 -1.3776 -3.2176
H 0.7132 -0.2469 -2.5663
```

Its net charge is +1. The value obtained for the electronic energy is -8839.658 eV. As for the multiplicity: 1.

***

Formula: C2H3NO3
Source: the OMol25 dataset
Level of theory: the ωB97M-V functional and the def2-TZVPD basis

```
9
C2H3NO3 (the ωB97M-V functional and the def2-TZVPD basis)
C 1.4554 -0.1013 -0.1016
C 0.0201 0.2193 -0.0421
N 2.5333 -0.5564 -0.1603
O -0.5165 1.0809 -0.9717
O -0.2224 0.7211 1.2174
O -0.8102 -1.2760 -0.1213
H -0.5534 0.8489 -1.8494
H -1.1640 0.7623 1.2895
H -0.7422 -1.6988 0.7394
```

The value obtained for the electronic energy is -9753.304 eV. As for the multiplicity: 1.

***

Formula: C7H8NO4
Source: the OMol25 dataset
Level of theory: the ωB97M-V functional and the def2-TZVPD basis

```
20
C7H8NO4 (the ωB97M-V functional and the def2-TZVPD basis)
C 2.8947 1.4646 0.3972
C 1.5836 1.3987 -0.0730
C 1.0281 0.3283 0.6330
C -0.1614 -0.4172 0.3927
C 1.1354 2.0160 -1.3320
C -2.8737 -2.0552 0.0864
C -1.9332 -2.2107 1.2584
N 3.1264 0.6207 1.4289
O -0.8926 -0.0715 -0.8211
O -0.6878 -1.5576 1.0313
O 1.8684 -0.0684 1.6405
O -1.9874 -2.9966 2.1807
H 3.4811 2.2620 0.1615
H 0.8785 1.2776 -2.1738
H 0.3202 2.7434 -1.2165
H 1.9858 2.7001 -1.7044
H -3.7253 -1.4303 0.3676
H -3.2800 -3.0413 -0.2193
H -2.2856 -1.5747 -0.7314
H -0.4752 0.6123 -1.3067
```

Its net charge is -1. The value obtained for the electronic energy is -17065.562 eV. As for the multiplicity: 1.

***

Which formula does entry 4 have?
C2H6N2O4

***

Which value of electronic energy does entry 2 give?
-106799.908 eV

***

What is the electronic energy in the seventh record?
-17065.562 eV